Arrangement w

Entry from the Open Molecules 2025 dataset: a structure of composition C2H4N2O2 (ωB97M-V/def2-TZVPD).

The geometry in XYZ format:
```
10
C2H4N2O2 ωB97M-V/def2-TZVPD
O 2.193 0.755 0.186
O 0.601 -2.045 -0.140
N 1.169 0.257 -0.530
N 0.402 -0.725 0.236
C -0.583 1.103 -0.310
C -0.849 -0.107 0.147
H -1.752 -0.592 0.484
H 0.418 -2.157 -1.088
H -0.868 2.102 -0.508
H 2.033 0.678 1.144
```

The HOMO energy is -9.17 eV. The value obtained for the LUMO energy is 0.74 eV. Its net charge is 0. As for the spin multiplicity: 1. For the frontier orbital gap, the calculation gives 0.364 hartree.

***

Arrangement x

Entry from the Open Molecules 2025 dataset: the molecule C2H4N2O2 (ωB97M-V/def2-TZVPD).

The geometry in XYZ format:
```
10
C2H4N2O2 ωB97M-V/def2-TZVPD
O 1.531 0.679 0.774
O -0.993 0.347 -2.157
N -0.393 -0.301 -1.117
N 0.984 -0.408 1.505
C -0.879 -0.045 0.044
C -0.260 -0.641 1.163
H 2.439 0.668 1.008
H -1.889 0.409 0.208
H -1.423 1.156 -1.866
H -0.736 -1.360 1.764
```

The HOMO energy is -9.58 eV. The value obtained for the LUMO energy is 0.49 eV. Its net charge is 0. As for the spin multiplicity: 1. Its SMILES is O/N=C\C=N\O. For the frontier orbital gap, the calculation gives 0.370 hartree.

***

Q: Which of them is the most stable? A: arrangement x.

***

Arrangement w

Entry from the Open Molecules 2025 dataset: the molecule C3H4N2OS (ωB97M-V/def2-TZVPD).

The geometry in XYZ format:
```
11
C3H4N2OS ωB97M-V/def2-TZVPD
S 0.148 0.457 -2.246
O -0.325 2.141 -0.244
N -0.151 -0.144 0.211
N 0.061 -1.335 -0.392
C 0.119 -1.198 -1.654
C -0.114 1.073 -0.649
C 0.062 0.166 1.600
H -0.623 -0.378 2.242
H -0.362 1.218 1.547
H 1.089 0.004 1.947
H 0.096 -2.004 -2.362
```

The HOMO energy is -9.09 eV. The value obtained for the LUMO energy is 0.70 eV. Its net charge is 0. As for the spin multiplicity: 1. Its SMILES is Cn1ncsc1=O. For the frontier orbital gap, the calculation gives 0.360 hartree.

***

Arrangement x

Entry from the Open Molecules 2025 dataset: the molecule C3H4N2OS (ωB97M-V/def2-TZVPD).

The geometry in XYZ format:
```
11
C3H4N2OS ωB97M-V/def2-TZVPD
S 2.853 -0.358 -0.232
O 0.182 -0.820 -0.147
N -0.796 1.166 -0.138
N -2.115 -0.840 -0.236
C -0.964 -0.121 -0.157
C 0.562 1.324 -0.101
C 1.174 0.124 -0.135
H 0.932 2.331 -0.135
H -2.905 -0.288 0.078
H 3.086 -0.742 1.038
H -2.009 -1.777 0.165
```

The HOMO energy is -8.51 eV. The value obtained for the LUMO energy is 0.71 eV. Its net charge is 0. As for the spin multiplicity: 1. Its SMILES is Nc1ncc(S)o1. For the frontier orbital gap, the calculation gives 0.339 hartree.

***

Arrangement y

Entry from the Open Molecules 2025 dataset: the molecule C3H4N2OS (ωB97M-V/def2-TZVPD).

The geometry in XYZ format:
```
11
C3H4N2OS ωB97M-V/def2-TZVPD
S -2.831 -0.495 -0.070
O 2.259 -1.098 -0.039
N -0.588 1.006 0.033
N -0.140 -1.155 -0.003
C 1.036 -0.445 -0.034
C -1.078 -0.256 0.028
C 0.796 0.871 -0.023
H -2.701 -1.740 0.339
H -1.074 1.909 -0.062
H 1.469 1.732 -0.051
H 2.852 -0.329 -0.118
```

The HOMO energy is -8.22 eV. The value obtained for the LUMO energy is 0.68 eV. Its net charge is 0. As for the spin multiplicity: 1. Its SMILES is Oc1c[nH]c(S)n1. For the frontier orbital gap, the calculation gives 0.327 hartree.

***

Arrangement z

Entry from the Open Molecules 2025 dataset: the molecule C3H4N2OS (ωB97M-V/def2-TZVPD).

The geometry in XYZ format:
```
11
C3H4N2OS ωB97M-V/def2-TZVPD
S -0.788 -0.192 -1.623
O 0.040 0.450 0.589
N -1.675 1.005 -1.245
N -1.626 2.091 1.254
C 0.255 -0.454 -0.387
C -0.958 1.271 0.626
C 1.345 -1.449 -0.376
H 2.407 -1.167 -0.025
H 1.009 -2.196 0.436
H -1.365 2.322 2.221
H 1.356 -1.680 -1.468
```

The HOMO energy (alpha / beta) is -7.89 / -7.89 eV. The value obtained for the LUMO energy (alpha / beta) is 0.49 / 0.49 eV. Its net charge is 0. As for the spin multiplicity: 1. For the frontier orbital gap (alpha / beta), the calculation gives 0.308 / 0.308 hartree.

***

Q: Which of them is the most stable? A: arrangement x.

***

Arrangement w

Entry from the Open Molecules 2025 dataset: the molecule C3H4N2OS (ωB97M-V/def2-TZVPD).

The geometry in XYZ format:
```
11
C3H4N2OS ωB97M-V/def2-TZVPD
S -0.008 2.368 0.957
O -1.328 0.114 -2.553
N 0.062 -0.339 -0.805
N 1.075 -1.307 1.095
C -1.047 0.279 -1.387
C 0.465 -0.342 0.532
C 0.264 0.842 1.389
H 0.504 -0.964 -1.430
H 1.238 -2.112 0.466
H -1.645 0.898 -0.691
H 0.421 0.563 2.426
```

The HOMO energy is -9.53 eV. The value obtained for the LUMO energy is -1.41 eV. Its net charge is 0. As for the spin multiplicity: 1. Its SMILES is [H]/N=C(/C=S)NC=O. For the frontier orbital gap, the calculation gives 0.298 hartree.

***

Arrangement x

Entry from the Open Molecules 2025 dataset: the molecule C3H4N2OS (ωB97M-V/def2-TZVPD).

The geometry in XYZ format:
```
11
C3H4N2OS ωB97M-V/def2-TZVPD
S -0.487 1.029 -1.563
O -3.545 -0.924 -0.614
N -2.688 -0.454 0.050
N -1.645 -0.723 0.541
C 1.767 0.446 -0.082
C 0.326 0.295 -0.399
C -0.396 -0.455 0.608
H 2.226 -0.543 -0.014
H 1.923 1.022 0.898
H 2.274 0.982 -0.898
H 0.244 -0.675 1.473
```

The HOMO energy (alpha / beta) is -8.66 / -8.67 eV. The value obtained for the LUMO energy (alpha / beta) is -0.99 / -0.99 eV. Its net charge is 0. As for the spin multiplicity: 1. Its SMILES is CC(=S)/C=N\N=O. For the frontier orbital gap (alpha / beta), the calculation gives 0.282 / 0.282 hartree.

***

Arrangement y

Entry from the Open Molecules 2025 dataset: a structure of composition C3H4N2OS (ωB97M-V/def2-TZVPD).

The geometry in XYZ format:
```
11
C3H4N2OS ωB97M-V/def2-TZVPD
S 1.468 -0.039 0.851
O -0.783 -0.054 -0.420
N -0.291 1.992 0.188
N -1.818 0.730 -0.937
C 1.222 -1.784 0.417
C 0.042 0.754 0.191
C -1.414 1.925 -0.542
H -1.937 2.823 -0.826
H 2.108 -2.315 0.670
H 0.368 -2.199 1.022
H 1.035 -1.833 -0.614
```

The HOMO energy is -9.32 eV. The value obtained for the LUMO energy is 0.64 eV. Its net charge is 0. As for the spin multiplicity: 1. For the frontier orbital gap, the calculation gives 0.366 hartree.

***

Q: Which of them is the most stable? A: arrangement w.

***

Arrangement w

Entry from the Open Molecules 2025 dataset: the molecule C3H4N2OS (ωB97M-V/def2-TZVPD).

The geometry in XYZ format:
```
11
C3H4N2OS ωB97M-V/def2-TZVPD
S -1.459 2.085 -2.193
O 0.272 0.279 -1.717
N 0.453 -0.967 1.523
N 0.994 -0.400 -0.693
C -0.791 0.685 0.155
C -0.698 1.054 -1.210
C 0.197 -0.232 0.423
H -1.659 0.939 0.780
H 1.029 -1.407 -0.978
H 0.333 -0.536 2.436
H 1.329 -1.500 1.473
```

The HOMO energy is -8.19 eV. The value obtained for the LUMO energy is 0.33 eV. Its net charge is 0. As for the spin multiplicity: 1. Its SMILES is Nc1cc(=S)o[nH]1. For the frontier orbital gap, the calculation gives 0.313 hartree.

***

Arrangement x

Entry from the Open Molecules 2025 dataset: the molecule C3H4N2OS (ωB97M-V/def2-TZVPD).

The geometry in XYZ format:
```
11
C3H4N2OS ωB97M-V/def2-TZVPD
S -2.413 -0.314 0.110
O 2.759 -0.634 0.064
N -0.131 1.352 0.095
N 1.441 -0.117 -0.180
C 0.377 -0.833 -0.157
C 1.143 1.202 -0.039
C -0.677 0.002 -0.087
H -2.613 0.539 -0.871
H 1.885 2.033 0.251
H 0.488 -1.958 -0.308
H 2.559 -1.384 0.946
```

The HOMO energy is -8.63 eV. The value obtained for the LUMO energy is 0.03 eV. Its net charge is 0. As for the spin multiplicity: 1. Its SMILES is On1cnc(S)c1. For the frontier orbital gap, the calculation gives 0.318 hartree.

***

Arrangement y

Entry from the Open Molecules 2025 dataset: a cluster of 2 separate species, C3H4N2OS in total (ωB97M-V/def2-TZVPD).

The geometry in XYZ format:
```
11
C3H4N2OS ωB97M-V/def2-TZVPD
S -0.878 2.912 1.521
O -1.585 0.635 -0.354
N -0.112 -0.616 -1.622
N 2.589 -1.377 0.361
C -0.522 -0.002 -0.372
C 1.586 -0.886 0.563
C 0.397 -0.236 0.715
H -0.030 0.204 1.711
H -1.195 1.599 1.292
H -0.891 -0.996 -2.187
H 0.641 -1.238 -1.627
```

The HOMO energy (alpha / beta) is -8.68 / -8.67 eV. The value obtained for the LUMO energy (alpha / beta) is -4.46 / -4.49 eV. Its net charge is 0. As for the spin multiplicity: 1. For the frontier orbital gap (alpha / beta), the calculation gives 0.155 / 0.154 hartree.

***

Q: Which of them is the most stable? A: arrangement w.

***

Arrangement w

Entry from the Open Molecules 2025 dataset: a structure of composition C3H4N2OS (ωB97M-V/def2-TZVPD).

The geometry in XYZ format:
```
11
C3H4N2OS ωB97M-V/def2-TZVPD
S -1.877 0.321 2.406
O -2.038 0.860 -1.389
N -0.369 -0.062 1.873
N -2.588 0.718 0.869
C -1.857 0.647 -0.229
C 1.055 -0.285 -0.154
C -0.128 0.020 0.647
H 1.969 -0.171 0.428
H 0.988 -1.318 -0.496
H 1.082 0.360 -1.031
H -3.561 0.985 0.891
```

The HOMO energy is -8.71 eV. The value obtained for the LUMO energy is 0.53 eV. Its net charge is 0. As for the spin multiplicity: 1. For the frontier orbital gap, the calculation gives 0.340 hartree.

***

Arrangement x

Entry from the Open Molecules 2025 dataset: a structure of composition C3H4N2OS (ωB97M-V/def2-TZVPD).

The geometry in XYZ format:
```
11
C3H4N2OS ωB97M-V/def2-TZVPD
S -1.111 0.109 0.991
O -0.649 -0.103 2.344
N -0.723 1.656 0.476
N -0.466 0.291 -2.626
C 0.365 -0.795 -0.493
C 1.320 -1.482 0.031
C 0.044 -0.247 -1.722
H 1.089 -1.515 1.193
H 2.139 -1.948 -0.421
H -0.719 1.668 -0.588
H -1.290 2.367 0.815
```

The HOMO energy is -9.22 eV. The value obtained for the LUMO energy is -0.30 eV. Its net charge is 0. As for the spin multiplicity: 1. For the frontier orbital gap, the calculation gives 0.328 hartree.

***

Q: Which of them is the most stable? A: arrangement w.